1.
108
Properties=species:S:1:pos:R:3:forces:R:3:lowdin_charge:R:1 method="wB97M-V/def2-TZVPD" largest_force_ev_per_a=0.61 lumo_energy_ev=-1.04 relative_energy_kcal_mol=13.38 orbital_gap_ha=0.19713 e_tot_ev=-91340.3089 homo_energy_ev=-6.41
Tl -0.1235 0.2152 0.4363 0.1 0.2 -0.3 0.809
O 2.0302 3.2202 8.1106 0.0 -0.1 0.0 0.119
C 2.2912 3.2466 6.7838 -0.1 -0.1 0.0 -0.475
O 3.0693 4.0418 6.3466 0.1 0.0 -0.1 0.133
C 1.5651 2.2530 5.9195 0.1 0.1 0.1 -0.128
C 0.9338 1.1161 6.4153 0.0 -0.1 0.0 -0.020
C 0.3051 0.2275 5.5621 0.0 -0.1 0.1 -0.007
C 0.2919 0.4626 4.1890 -0.2 -0.2 -0.1 -0.237
C 0.9133 1.6042 3.6976 0.0 0.1 -0.1 0.003
C 1.5522 2.4870 4.5521 0.0 0.0 -0.1 0.021
N -0.3152 -0.4004 3.2243 0.3 0.6 0.1 0.077
C -0.9300 -1.4460 3.5591 -0.3 -0.4 0.0 -0.093
C -1.5539 -2.3692 2.5709 0.2 0.2 0.2 -0.267
C -2.1578 -3.5229 3.0399 -0.1 -0.2 0.1 -0.012
C -2.7123 -4.4128 2.1285 0.0 0.0 0.1 -0.048
C -2.6407 -4.1139 0.7837 0.0 0.0 -0.1 -0.035
C -2.0285 -2.9242 0.4027 0.1 0.1 0.0 -0.115
N -1.5031 -2.0700 1.2697 -0.1 0.0 0.1 0.053
H 1.3315 2.5870 8.3097 0.0 0.0 0.0 0.089
H 0.9450 0.8782 7.4734 0.0 0.0 0.0 0.113
H -0.1661 -0.6503 5.9833 0.0 0.0 0.0 0.102
H 0.8884 1.8124 2.6347 0.0 0.0 0.0 0.082
H 2.0452 3.3706 4.1690 0.0 0.0 0.0 0.132
H -1.0468 -1.7565 4.6009 0.0 -0.1 0.0 0.117
H -2.1895 -3.7222 4.1038 0.0 0.0 0.0 0.115
H -3.1890 -5.3223 2.4696 0.0 0.0 0.0 0.112
H -3.0493 -4.7764 0.0333 0.0 0.0 0.0 0.110
H -1.9604 -2.6500 -0.6463 0.0 0.0 0.0 0.104
C 2.9416 0.5747 -3.3423 -0.1 0.0 0.1 -0.260
C 1.9763 -0.5592 -3.7340 0.0 0.0 0.0 -0.338
P 0.3085 -0.4113 -2.9579 -0.2 -0.1 0.0 1.022
C -0.4382 0.9357 -3.9362 -0.1 0.0 0.0 -0.369
C -0.3509 1.0420 -5.3270 0.0 0.1 0.0 -0.109
C -0.9314 2.1131 -5.9880 0.0 0.0 0.0 -0.083
C -1.5933 3.1021 -5.2654 0.0 0.0 0.0 -0.079
C -1.6730 3.0171 -3.8846 0.0 0.0 0.0 -0.059
C -1.1027 1.9334 -3.2237 0.0 0.1 -0.1 -0.085
C -0.4752 -1.9536 -3.5721 0.0 0.0 0.0 -0.362
C -1.4612 -2.0273 -4.5537 0.0 0.0 0.0 -0.078
C -2.0182 -3.2529 -4.9051 0.0 0.0 0.0 -0.083
C -1.6030 -4.4196 -4.2798 0.0 0.0 0.0 -0.095
C -0.6381 -4.3562 -3.2806 0.0 0.0 0.0 -0.093
C -0.0904 -3.1324 -2.9243 0.0 0.0 0.0 -0.124
C 2.7468 1.2435 -1.9700 0.1 0.0 -0.1 -0.380
P 3.4176 0.7711 -0.3126 0.0 -0.1 0.1 1.049
C 5.2335 0.6594 -0.5824 0.0 0.0 0.0 -0.363
C 6.0160 1.5537 0.1461 0.0 0.1 0.0 -0.111
C 7.4026 1.5463 0.0429 0.0 0.0 0.0 -0.087
C 8.0286 0.6353 -0.7925 0.0 0.0 0.0 -0.091
C 7.2634 -0.2664 -1.5244 0.0 0.0 0.0 -0.084
C 5.8802 -0.2540 -1.4188 0.0 0.0 0.0 -0.095
C 3.0013 -0.9702 0.1246 0.2 -0.1 0.0 -0.418
C 3.1484 -2.1119 -0.6612 -0.1 0.0 0.0 -0.100
C 2.8763 -3.3749 -0.1507 -0.1 0.0 0.0 -0.085
C 2.4413 -3.5213 1.1608 0.0 0.0 0.0 -0.081
C 2.2896 -2.3963 1.9592 0.0 0.0 0.0 -0.091
C 2.5740 -1.1379 1.4446 0.1 -0.2 0.1 -0.202
H 2.7931 1.3771 -4.0698 0.0 0.0 0.0 0.106
H 3.9724 0.2465 -3.4781 0.1 0.0 0.0 0.090
H 2.3397 -1.5487 -3.4603 0.1 0.0 0.1 0.058
H 1.8719 -0.5712 -4.8205 0.0 -0.1 0.0 0.074
H 0.1750 0.2873 -5.9015 0.0 0.0 0.0 0.102
H -0.8628 2.1824 -7.0672 0.0 0.0 0.0 0.102
H -2.0352 3.9444 -5.7837 0.0 0.0 0.0 0.103
H -2.1601 3.7948 -3.3085 0.0 0.0 0.0 0.103
H -1.1720 1.8808 -2.1418 0.0 0.0 0.0 0.065
H -1.8125 -1.1248 -5.0374 0.0 0.0 0.0 0.095
H -2.7813 -3.2925 -5.6735 0.0 0.0 0.0 0.103
H -2.0329 -5.3721 -4.5635 0.0 0.0 0.0 0.100
H -0.3210 -5.2584 -2.7707 0.0 0.0 0.0 0.101
H 0.6391 -3.0847 -2.1199 0.0 0.0 0.0 0.087
H 1.6837 1.4267 -1.8010 0.0 0.1 0.0 0.003
H 3.1791 2.2475 -2.0375 0.0 0.1 0.0 0.079
H 5.5299 2.2662 0.8026 0.0 0.0 0.0 0.092
H 7.9902 2.2506 0.6188 0.0 0.0 0.0 0.103
H 9.1086 0.6227 -0.8740 0.0 0.0 0.0 0.102
H 7.7463 -0.9852 -2.1752 0.0 0.0 0.0 0.102
H 5.3098 -0.9760 -1.9894 0.0 0.0 0.0 0.084
H 3.4798 -2.0268 -1.6857 0.0 0.0 -0.1 0.081
H 3.0122 -4.2476 -0.7794 0.0 0.0 0.0 0.105
H 2.2334 -4.5075 1.5587 0.0 0.0 0.0 0.103
H 1.9490 -2.4960 2.9833 0.0 0.0 0.0 0.102
H 2.4625 -0.2616 2.0750 0.0 0.0 0.0 0.069
C -3.4697 0.9240 2.1815 0.0 -0.1 0.1 -0.169
Si -3.2011 1.6983 0.4818 -0.1 -0.1 0.0 0.303
C -3.5285 0.3293 -0.7798 -0.1 -0.1 0.0 -0.178
C -4.5842 2.9427 0.2426 0.0 0.2 0.0 -0.193
N -1.5819 2.1883 0.3371 0.0 0.2 0.0 -0.215
C -0.9845 3.3754 -0.0070 0.1 0.0 0.0 -0.407
C 0.4283 3.4893 -0.0426 -0.1 0.0 0.1 -0.100
C 1.0744 4.6499 -0.4396 0.0 -0.1 0.0 -0.109
C 0.3551 5.7780 -0.8127 0.0 -0.1 0.0 -0.128
C -1.0316 5.7085 -0.7605 -0.1 0.0 0.0 -0.112
C -1.6873 4.5508 -0.3683 0.0 -0.1 0.0 -0.058
H -4.5207 0.9639 2.4881 0.1 0.0 0.0 0.028
H -2.8697 1.4438 2.9346 -0.1 0.0 0.0 0.025
H -3.1698 -0.1300 2.1757 0.0 0.1 0.0 -0.002
H -4.4272 -0.2501 -0.5336 0.1 0.1 0.0 0.035
H -2.6894 -0.3750 -0.8307 0.0 0.0 0.0 -0.026
H -3.6587 0.7461 -1.7841 0.0 0.0 0.0 0.028
H -5.5463 2.4322 0.3543 0.0 0.0 0.0 0.030
H -4.5603 3.4000 -0.7514 0.0 -0.1 0.1 0.023
H -4.5405 3.7458 0.9853 0.0 0.0 -0.1 0.033
H 1.0249 2.6354 0.2646 0.1 0.1 0.0 0.013
H 2.1596 4.6753 -0.4495 0.0 0.0 0.0 0.097
H 0.8581 6.6830 -1.1271 0.0 0.0 0.0 0.088
H -1.6198 6.5799 -1.0288 0.0 0.0 0.0 0.096
H -2.7692 4.5374 -0.3388 0.1 0.1 0.0 0.068

---

2.
120
Properties=species:S:1:pos:R:3:forces:R:3:mulliken_spin:R:1 method="wB97M-V/def2-TZVPD" s2=8.82 largest_force_ev_per_a=0.51 lumo_energy_ev="-0.51 / 0.19" relative_energy_kcal_mol=0.00 orbital_gap_ha="0.15556 / 0.32298" e_tot_ev=-406319.3337 spin_multiplicity=6 homo_energy_ev="-4.74 / -8.59"
Mn -0.3106 -0.6890 1.6230 0.1 0.1 -0.2 3.729
Br -2.5766 2.8747 3.4882 0.0 0.0 0.0 0.000
C -3.9308 1.5596 3.8689 -0.1 -0.1 0.1 0.001
Br -4.6206 0.6140 2.3353 0.0 0.1 0.0 0.001
H -4.7635 2.0750 4.3289 0.0 0.0 0.0 0.000
H -3.4918 0.8092 4.5140 0.0 0.0 0.0 -0.001
N 0.9136 -0.6073 0.1650 0.3 -0.4 -0.1 -0.121
S 2.0857 -0.2015 -0.5996 -0.2 0.1 0.0 0.013
N 2.0138 1.1974 -1.4029 0.1 0.1 -0.1 0.055
S 0.7564 1.3357 -2.3502 -0.1 -0.1 0.1 0.235
N -0.6760 1.0983 -1.7770 0.0 0.2 0.1 0.036
S -1.2764 1.5872 -0.3657 0.0 -0.2 -0.1 -0.011
N -1.4136 0.6326 0.7467 -0.2 0.0 0.1 0.046
C -2.8582 2.1612 -0.9699 0.0 0.0 0.1 -0.013
C -3.3006 1.8389 -2.2458 0.0 0.0 0.0 -0.017
C -4.5577 2.2604 -2.6516 0.0 0.0 0.0 -0.001
C -5.3530 3.0120 -1.7986 0.0 0.0 0.0 0.000
C -4.8949 3.3397 -0.5314 0.0 0.0 0.0 0.000
C -3.6481 2.9075 -0.1098 0.0 0.0 0.0 0.000
C -0.4323 3.0862 0.1264 0.0 0.0 0.1 0.027
C -0.7570 4.3327 -0.3901 0.0 0.0 -0.1 -0.006
C -0.0481 5.4440 0.0359 0.0 0.0 0.0 -0.001
C 0.9721 5.3012 0.9666 0.0 0.0 0.0 0.004
C 1.2797 4.0509 1.4843 0.0 0.0 0.0 0.000
C 0.5701 2.9322 1.0750 0.0 0.0 0.0 0.041
C 0.8571 0.3098 -3.6683 0.0 -0.1 -0.1 -0.269
C 2.0692 0.3459 -4.4322 -0.1 0.0 0.0 0.307
C 2.1325 -0.3277 -5.6244 0.0 0.0 0.0 -0.132
C 1.0352 -1.0411 -6.1243 0.0 0.0 0.0 0.322
C -0.1592 -1.0475 -5.3892 0.0 0.0 0.0 -0.183
C -0.2745 -0.3855 -4.1930 0.0 0.0 0.0 0.280
C 0.9033 3.0523 -2.7910 0.0 0.1 -0.1 -0.003
C 2.0173 3.8205 -2.4942 0.0 0.1 0.1 0.095
C 2.1142 5.1005 -3.0258 0.0 0.0 0.0 -0.020
C 1.1183 5.5984 -3.8484 0.0 0.0 0.0 0.041
C 0.0147 4.8075 -4.1598 0.0 0.0 0.0 -0.026
C -0.0905 3.5319 -3.6440 0.0 0.0 0.1 0.026
C 3.6246 0.0582 0.2525 0.0 -0.1 0.0 0.031
C 4.4785 1.1177 -0.0191 -0.1 0.0 0.0 -0.004
C 5.6889 1.1868 0.6512 0.0 0.0 0.0 0.000
C 6.0358 0.2045 1.5686 0.0 0.0 0.0 0.000
C 5.1724 -0.8471 1.8303 -0.1 0.0 0.0 0.000
C 3.9556 -0.9257 1.1704 0.0 0.0 0.0 0.005
C 2.5345 -1.4626 -1.7797 0.0 -0.1 0.1 0.052
C 1.5986 -2.4509 -2.0291 0.0 0.0 0.0 -0.062
C 1.8802 -3.4241 -2.9718 0.0 0.0 0.0 -0.014
C 3.0996 -3.4128 -3.6387 0.0 0.0 0.0 0.024
C 4.0381 -2.4292 -3.3616 0.0 0.0 0.0 -0.005
C 3.7590 -1.4408 -2.4305 0.0 0.0 0.0 0.013
H -2.6718 1.2643 -2.9103 0.0 0.0 0.0 0.011
H -4.9106 2.0045 -3.6418 0.0 0.0 0.0 0.000
H -6.3306 3.3431 -2.1226 0.0 0.0 0.0 0.000
H -5.5115 3.9221 0.1396 0.0 0.0 0.0 0.000
H -3.2920 3.1519 0.8783 0.0 0.0 0.1 -0.004
H -1.5471 4.4402 -1.1200 0.0 0.0 0.0 0.002
H -0.2941 6.4198 -0.3602 0.0 0.0 0.0 0.001
H 1.5214 6.1726 1.2987 0.0 0.0 0.0 0.001
H 2.0571 3.9339 2.2269 0.0 0.0 0.0 0.000
H 0.7963 1.9702 1.5201 0.0 0.0 0.0 0.025
H 2.9290 0.8899 -4.0639 0.0 0.0 0.0 0.052
H 3.0590 -0.3098 -6.1849 0.0 0.0 0.0 -0.005
H 1.1052 -1.5692 -7.0639 0.0 0.0 0.0 0.033
H -1.0134 -1.6002 -5.7606 0.0 0.0 0.0 -0.003
H -1.1898 -0.4322 -3.6210 0.0 0.0 0.0 0.121
H 2.7735 3.4371 -1.8263 0.0 0.0 0.0 0.009
H 2.9730 5.7120 -2.7817 0.0 0.0 0.0 0.000
H 1.2006 6.5966 -4.2564 0.0 0.0 0.0 0.006
H -0.7616 5.1870 -4.8108 0.0 0.0 0.0 -0.001
H -0.9388 2.9058 -3.8916 0.0 0.0 0.0 0.018
H 4.1920 1.8720 -0.7359 0.0 0.0 0.0 -0.001
H 6.3631 2.0100 0.4558 0.0 0.0 0.0 0.000
H 6.9820 0.2654 2.0895 0.0 0.0 0.0 0.000
H 5.4386 -1.5942 2.5643 0.0 0.0 0.0 0.000
H 3.2512 -1.7265 1.3636 0.0 0.0 0.0 0.001
H 0.6629 -2.4286 -1.4882 0.0 0.0 0.0 0.018
H 1.1472 -4.1900 -3.1889 0.0 0.0 0.0 -0.004
H 3.3192 -4.1735 -4.3754 0.0 0.0 0.0 0.005
H 4.9877 -2.4221 -3.8797 0.0 0.0 0.0 0.001
H 4.4843 -0.6655 -2.2226 0.0 0.0 0.0 0.012
O 3.1502 -1.5890 4.1038 0.1 0.0 0.0 -0.003
As 1.5637 -0.8838 3.7937 -0.1 0.0 -0.3 0.028
O 0.9083 -1.8762 2.5640 0.0 0.3 0.3 0.006
O 1.6506 0.6612 3.2706 0.0 0.0 0.0 0.015
C 0.7642 -1.1137 5.5301 0.0 0.0 0.0 0.010
C 1.6159 -1.0168 6.6225 0.0 0.1 0.1 0.001
C 1.1040 -1.0643 7.9134 0.1 0.0 -0.1 0.000
C -0.2562 -1.2136 8.1152 -0.1 0.0 0.0 0.000
C -1.1125 -1.3251 7.0271 0.1 0.0 0.1 0.000
C -0.5989 -1.2752 5.7427 -0.1 -0.1 0.1 0.001
S -1.7114 -1.5309 4.3832 0.2 0.2 -0.2 0.017
O -1.4863 -2.8707 3.9044 -0.1 0.0 0.1 0.003
O -3.0351 -1.2240 4.8547 -0.1 0.0 0.1 -0.001
O -1.2322 -0.4850 3.4075 -0.2 0.0 -0.3 0.027
H 3.1430 -2.5013 3.7879 0.0 0.0 0.0 0.000
H 2.6794 -0.8981 6.4655 0.0 0.0 0.0 -0.001
H 1.7738 -0.9826 8.7587 0.0 0.0 0.0 0.000
H -0.6561 -1.2470 9.1201 0.0 0.0 0.0 0.000
H -2.1782 -1.4461 7.1602 0.0 0.0 0.0 0.000
C -3.2494 -1.6958 -1.5000 0.0 0.0 0.0 -0.004
C -2.3286 -2.8583 -1.1553 0.0 -0.1 0.0 0.013
As -1.8224 -2.8325 0.7390 0.1 0.1 0.1 0.069
C -3.5204 -3.3865 1.5377 -0.1 0.0 0.0 0.018
C -4.0729 -4.7280 1.0764 0.0 0.0 0.0 0.002
C -0.6779 -4.4165 0.9246 0.0 0.0 0.0 -0.004
C -0.7298 -5.4437 -0.1992 0.0 0.0 0.0 0.002
H -3.4755 -1.6755 -2.5683 0.0 0.0 0.0 0.000
H -2.7917 -0.7454 -1.2289 0.0 0.0 0.0 -0.007
H -4.1990 -1.7620 -0.9647 0.0 0.0 0.0 -0.001
H -1.4208 -2.8111 -1.7571 0.1 0.0 0.0 0.024
H -2.8049 -3.8158 -1.3757 0.0 0.0 0.0 0.001
H -4.2257 -2.5759 1.3368 0.0 0.0 0.0 -0.003
H -3.3506 -3.3886 2.6124 0.0 0.0 0.0 -0.003
H -4.3005 -4.7466 0.0092 0.0 0.0 0.0 0.000
H -5.0001 -4.9539 1.6066 0.0 0.0 0.0 0.001
H -3.3763 -5.5403 1.2872 0.0 0.0 0.0 0.000
H -0.9408 -4.8514 1.8911 0.0 0.0 0.0 -0.002
H 0.3338 -4.0223 1.0379 0.0 0.0 0.0 0.001
H -1.7276 -5.8599 -0.3411 0.0 0.0 0.0 0.000
H -0.0534 -6.2746 0.0133 0.0 0.0 0.0 0.000
H -0.4178 -5.0112 -1.1515 0.0 0.0 0.0 -0.001